C27H83N5O12 | ωB97M-V/def2-TZVPD

The value obtained for the energy above the lowest of the compared OMol25 structures with the same formula, charge and spin is 28.5 kcal/mol. As for the total charge: 0. Its multiplicity is 1.

Positions of all 127 atoms, in Å:
C 9.45016 13.76060 24.63282
O 8.63522 14.31232 23.61942
C 9.04860 14.04138 22.29400
C 8.22113 14.76717 21.26330
C 8.85102 14.56298 19.86243
N 8.12440 16.19433 21.48264
H 9.51015 12.65143 24.62512
H 9.02578 14.11175 25.58334
H 10.46350 14.08907 24.56710
H 10.11599 14.31898 22.14068
H 9.06711 12.95646 22.13708
H 7.23345 14.36598 21.22929
H 9.88884 14.93042 19.83822
H 8.26548 15.06809 19.11806
H 8.83239 13.50806 19.52835
H 7.74969 16.30362 22.43839
H 9.07828 16.51030 21.51183
C 15.13235 11.45726 18.08493
O 15.43477 10.31037 17.32975
C 16.58917 10.39880 16.50474
C 16.56351 9.24559 15.55024
C 17.77756 9.13684 14.55657
N 15.34780 9.23887 14.73271
H 14.12999 11.32198 18.46564
H 15.11774 12.36968 17.42497
H 15.83517 11.56802 18.92551
H 16.54606 11.32634 15.89843
H 17.50646 10.38004 17.08274
H 16.77103 8.35232 16.13176
H 17.66306 9.92379 13.82976
H 17.69074 8.20540 13.95916
H 18.77949 9.10830 14.97079
H 14.56114 9.57623 15.28913
H 15.10644 8.23614 14.67745
C 13.81143 16.81666 12.65455
O 13.50241 15.50238 13.07236
C 12.52372 14.81116 12.29614
C 11.10795 15.29353 12.51211
C 10.79097 15.19065 14.01067
N 10.17508 14.49688 11.72632
H 14.39588 16.73043 11.74950
H 14.42662 17.27904 13.44921
H 12.92963 17.45737 12.49149
H 12.89624 14.82230 11.24507
H 12.61043 13.78553 12.63562
H 11.04012 16.34957 12.26272
H 11.39116 15.94912 14.54484
H 10.97860 14.23321 14.50737
H 9.75841 15.44502 14.11880
H 10.34424 13.44966 11.86687
H 10.47710 14.61903 10.76671
C 10.35645 11.46730 13.86099
O 10.83225 11.71647 12.52517
C 11.78863 10.75928 12.14578
C 12.23342 11.12568 10.76744
C 11.09042 10.98726 9.76243
N 13.43273 10.36074 10.35568
H 9.70641 10.59571 13.91009
H 9.64870 12.29091 14.11354
H 11.19161 11.38546 14.55838
H 12.56586 10.64117 12.92271
H 11.37840 9.75250 12.00612
H 12.57701 12.16119 10.77344
H 10.18808 11.43022 10.18377
H 10.76876 9.97088 9.56076
H 11.26206 11.52688 8.84329
H 13.16286 9.40846 10.17912
H 14.08377 10.39587 11.15023
C 9.04857 7.04738 18.51194
O 9.66819 7.15898 17.23331
C 11.05466 6.81192 17.19540
C 12.00873 8.00018 17.54873
C 11.91947 9.06148 16.46565
N 13.35114 7.52516 17.64405
H 9.74199 7.38946 19.29695
H 8.79859 5.99319 18.67945
H 8.08914 7.59102 18.53573
H 11.30533 5.96569 17.84199
H 11.29245 6.64374 16.15367
H 11.63758 8.39765 18.54142
H 10.86490 9.30358 16.25088
H 12.32127 8.80859 15.46824
H 12.36630 10.00398 16.75565
H 13.98271 8.08927 18.21746
H 13.39464 6.66255 18.19409
C 14.97782 12.59556 13.59611
O 15.00648 11.44656 12.83472
H 14.57780 13.42054 13.03630
H 14.30222 12.45990 14.47968
H 15.93141 12.88029 14.01210
H 15.11297 10.68131 13.41576
C 11.75106 12.27614 20.36101
O 11.10569 11.55094 21.40235
H 12.45451 12.99214 20.77405
H 12.28298 11.70998 19.58038
H 10.96688 12.87123 19.90861
H 11.67266 11.10946 22.03092
C 12.50833 16.03305 20.19541
O 12.04984 16.43493 21.47046
H 13.56785 15.86562 20.11075
H 11.95587 15.12718 19.84689
H 12.23857 16.83194 19.52569
H 12.19617 15.78837 22.17488
C 7.45801 13.44003 16.38545
O 7.82799 12.10499 16.34274
H 6.75925 13.57958 15.56704
H 7.00460 13.75247 17.34901
H 8.31398 14.09377 16.25168
H 7.30214 11.51780 16.89679
C 8.40186 10.34164 19.48858
O 9.28714 9.54927 20.24538
H 7.44361 9.85243 19.44282
H 8.25451 11.33340 19.93347
H 8.80182 10.53401 18.47962
H 9.91728 10.16778 20.65382
C 13.32404 15.58955 16.62373
O 13.56078 14.49680 15.72526
H 14.26593 16.19586 16.62986
H 12.59902 16.22578 16.10899
H 13.05104 15.31020 17.62964
H 13.78837 14.88681 14.87416
C 10.98214 12.81964 17.01165
O 12.34012 12.42980 17.10170
H 10.67919 13.77974 17.52137
H 10.62380 13.00410 16.00498
H 10.38925 12.01926 17.39890
H 12.83777 13.07624 16.58350

C4H7Cl2N2 | ωB97M-V/def2-TZVPD

The value obtained for the energy above the lowest of the compared OMol25 structures with the same formula, charge and spin is 160.4 kcal/mol. As for the total charge: +1. Its multiplicity is 1.

Positions of all 15 atoms, in Å:
C 0.42525 -1.01765 -1.10709
C 2.44634 0.42967 -0.08998
C 0.38897 -1.28962 0.11400
C 0.94067 0.13940 -0.18123
N -0.82998 1.53989 0.55705
N 0.25682 1.22502 0.26582
Cl -2.51280 0.74256 0.40202
Cl -4.08502 -1.58096 -0.28018
H 2.75843 0.63990 -1.13630
H 2.98723 -0.33576 0.22978
H 2.64701 1.40024 0.51794
H 0.30600 -1.84120 1.06408
H -4.98096 -1.42079 0.65397
H 0.32966 -1.04091 -2.14817
H -1.07762 2.41021 1.13830

C4H6O2 | ωB97M-V/def2-TZVPD

The value obtained for the energy above the lowest of the compared OMol25 structures with the same formula, charge and spin is 132.8 kcal/mol. As for the total charge: 0. Its multiplicity is 1.

Positions of all 12 atoms, in Å:
C -2.70085 1.31098 -0.62109
C -2.04507 0.36371 -0.96429
O -1.13568 -0.57882 -1.16522
H -3.29418 2.17873 -0.68329
H -0.51920 -0.12677 -1.62990
C 0.46458 -1.35642 2.74513
C 0.71087 -1.35694 1.58397
H 0.53549 -1.28833 3.85007
H 0.57689 -1.40488 0.54187
O 1.53785 0.30262 -0.94434
H 1.60612 0.23843 -0.00337
H 1.52317 1.30828 -1.25699

C41H39HgN6O4Te | ωB97M-V/def2-TZVPD

The value obtained for the energy above the lowest of the compared OMol25 structures with the same formula, charge and spin is 0.0 kcal/mol. As for the total charge: -2. Its multiplicity is 2. As for the expectation value of S²: 0.767.

Positions of all 92 atoms, in Å:
Hg 15.68448 15.57166 12.42677
C 15.64757 15.21765 7.62417
O 17.05124 15.28210 7.26823
C 17.95171 14.81972 8.23730
C 19.02439 14.15090 7.75806
C 20.07251 13.67011 8.57463
C 19.89694 13.89072 9.93034
C 18.82675 14.58386 10.48742
C 18.79113 14.64680 11.93884
N 17.90244 15.00791 12.77228
N 18.24920 14.83071 14.11943
C 17.26859 14.89225 14.98677
O 16.04494 14.92222 14.78190
C 17.76017 14.79218 16.43225
C 19.11637 14.81126 16.73013
C 19.51488 14.82143 18.04587
C 18.60188 14.70096 19.07612
C 17.22470 14.71930 18.79516
C 16.84307 14.80240 17.45720
C 17.80335 15.17028 9.62504
O 16.86139 15.92005 10.08920
H 15.11557 15.25616 6.67002
H 15.29782 16.03996 8.21164
H 15.38489 14.25601 8.11699
H 18.97316 14.08367 6.66694
H 20.96454 13.19178 8.21912
H 20.60390 13.45364 10.61673
H 19.70349 14.30572 12.40275
H 19.83324 14.86304 15.91682
H 20.60114 14.89454 18.24657
H 18.87960 14.63143 20.12578
H 16.50528 14.74898 19.58770
H 15.80235 14.87719 17.14858
C 8.11902 15.11001 14.16961
C 9.45333 15.06874 13.44447
C 10.18024 16.20973 13.12723
C 11.40012 16.13026 12.45091
C 12.14170 17.38749 12.08519
C 11.91042 14.84723 12.08306
Te 13.71429 14.67378 10.95537
C 11.19810 13.67864 12.43680
C 11.64478 12.27014 12.21001
C 9.98239 13.84208 13.11696
H 8.19231 14.80979 15.21719
H 7.38231 14.48143 13.69883
H 7.70049 16.10676 14.19254
H 9.85262 17.24201 13.36667
H 11.56844 18.24221 12.42161
H 12.28150 17.48978 10.98537
H 13.12706 17.39356 12.58086
H 12.63349 12.12027 12.63969
H 11.74175 11.99830 11.13018
H 10.93415 11.55799 12.69055
H 9.42254 12.93084 13.35607
N 13.70361 20.95320 15.71629
C 14.47306 20.40509 15.04134
C 15.47200 19.79717 14.25069
C 16.49773 20.58558 13.52439
C 17.36251 19.85694 12.75327
C 17.21939 18.50640 12.55550
N 16.12459 17.77911 13.09002
C 15.35339 18.44484 13.95346
H 16.53414 21.61973 13.66073
H 18.21601 20.35085 12.27668
H 17.86803 17.99958 11.88185
H 14.63700 17.79448 14.41163
C 17.59129 9.66301 14.75319
N 16.56897 10.12110 13.84657
N 17.11122 10.77430 12.75476
C 16.34601 11.95339 12.49840
O 16.49479 12.67279 11.54940
C 15.42132 12.07885 13.64702
C 15.56910 10.96413 14.36506
C 14.96199 10.56856 15.67697
C 17.73187 10.04082 11.70176
C 17.58627 8.66551 11.56800
C 18.13022 8.02170 10.48108
C 18.79880 8.71969 9.47024
C 18.93370 10.09677 9.60607
C 18.43791 10.75329 10.73304
H 18.33869 9.12293 14.16577
H 17.15234 8.98288 15.45408
H 18.09848 10.45878 15.26850
H 14.75264 12.92403 13.81419
H 14.15764 11.26863 15.90383
H 15.72777 10.56154 16.44984
H 14.54543 9.56077 15.60593
H 17.03061 8.10260 12.28937
H 17.91652 6.95493 10.33854
H 19.16943 8.22612 8.55533
H 19.50806 10.68540 8.87006
H 18.54510 11.83064 10.79243

CH6N2O2 | ωB97M-V/def2-TZVPD

The value obtained for the energy above the lowest of the compared OMol25 structures with the same formula, charge and spin is 179.5 kcal/mol. As for the total charge: 0. Its multiplicity is 1.

Positions of all 11 atoms, in Å:
C -0.91160 0.00433 1.09986
N -0.89527 -0.96812 0.19437
N 1.73715 -0.06512 -1.45524
O 0.74575 0.54922 -0.77917
O -2.09707 0.69172 1.23671
H -2.65615 0.42906 0.49055
H 0.01136 -1.44537 0.23820
H 2.64753 0.01611 -1.00847
H 1.72795 0.18232 -2.44245
H -0.41512 -0.10528 2.07487
H 0.10549 0.71115 0.35077

C10H20N3S | ωB97M-V/def2-TZVPD

The value obtained for the energy above the lowest of the compared OMol25 structures with the same formula, charge and spin is 0.0 kcal/mol. As for the total charge: +1. Its multiplicity is 1.

Positions of all 34 atoms, in Å:
C -1.74748 0.68393 0.82751
C -3.22160 0.91281 0.93820
C -4.00524 0.27141 -0.20445
C -3.69794 -1.21911 -0.27624
C -2.21107 -1.43240 -0.55921
C -1.36522 -0.76087 0.52405
C 0.80474 0.46681 -0.77364
C 5.00426 -0.76294 0.85782
C 4.03570 -0.35831 -0.24539
C 3.02485 0.65769 0.29321
N -0.97392 1.64781 1.02014
N -0.03947 0.89436 -1.70784
N 2.00461 1.00586 -0.67672
S 0.44364 -0.91862 0.23111
H -3.54584 0.47352 1.88597
H -3.39315 1.98701 0.99333
H -5.06992 0.42992 -0.03842
H -3.74497 0.75502 -1.14936
H -3.96498 -1.69485 0.66922
H -4.28353 -1.69260 -1.06380
H -1.97915 -2.49867 -0.58393
H -1.97850 -1.03304 -1.55076
H -1.49028 -1.32587 1.45612
H 5.52998 0.10502 1.24651
H 4.47357 -1.23687 1.67923
H 5.73931 -1.46389 0.47478
H 3.50327 -1.23870 -0.61016
H 4.58458 0.07718 -1.08186
H 2.54189 0.24182 1.18053
H 3.53559 1.58137 0.57319
H 0.17181 1.71247 -2.26145
H -0.98233 0.54321 -1.76030
H 2.27035 1.70763 -1.35745
H 0.02646 1.48189 1.05005

C10H15NO | ωB97M-V/def2-TZVPD

The value obtained for the energy above the lowest of the compared OMol25 structures with the same formula, charge and spin is 93.0 kcal/mol. As for the total charge: 0. Its multiplicity is 1.

Positions of all 27 atoms, in Å:
C -1.70091 2.12709 0.67395
C -1.21232 1.49942 -0.68163
N -0.85164 0.16920 -0.61744
C -1.80324 -0.88350 -0.61857
C -2.09357 -1.62497 0.75545
C 0.43466 -0.15112 -0.54463
C 0.86096 -1.51555 -0.33170
C 2.19786 -1.83738 -0.07533
C 3.22058 -0.88316 0.14487
C 2.83544 0.42940 -0.01862
O 3.80336 1.38657 0.16087
C 1.53096 0.76417 -0.38882
H -2.22330 1.07988 1.09063
H -2.66410 3.00137 0.73971
H -0.74140 2.54316 1.31129
H -0.49093 2.09418 -1.13506
H -2.07161 1.58414 -1.30735
H -2.79908 -0.50868 -0.81504
H -1.58098 -1.73048 -1.43512
H -1.03244 -2.12291 1.03975
H -2.95771 -2.25853 0.56273
H -2.37985 -0.93442 1.62692
H 0.21951 -2.43536 -0.30834
H 2.47431 -2.87121 0.07146
H 4.25890 -1.10260 0.67815
H 3.51637 2.32333 -0.25051
H 1.25018 1.85796 -0.32762

H43O21 | ωB97M-V/def2-TZVPD

The value obtained for the energy above the lowest of the compared OMol25 structures with the same formula, charge and spin is 170.9 kcal/mol. As for the total charge: +1. Its multiplicity is 1.

Positions of all 64 atoms, in Å:
O 2.94685 0.10441 -0.81804
H 2.32460 -4.33880 -0.10677
H -2.16327 3.72557 -1.42177
O 1.83329 4.30938 0.55820
H 2.69038 4.52264 0.18552
H 1.60632 -2.26903 -1.41755
O 0.06313 2.52952 -4.28339
H -0.32833 3.27495 -3.81175
H 0.64503 1.44209 5.10284
O -2.33530 -2.68970 -1.15323
H 1.43251 0.00840 4.77341
H -2.70627 -0.37346 0.95058
O 1.22476 4.81493 -1.75621
H -1.99053 1.11908 1.31653
H 0.56155 4.16404 -1.46337
O 0.97858 0.78040 4.49238
H -1.93508 -2.85379 -0.27702
H 3.87902 -2.95063 2.42389
O -0.71255 -1.95263 3.86873
H 1.15261 4.70782 -2.73433
H -0.20144 -2.06066 4.66894
O 1.75293 -2.09538 -2.33086
H 3.60402 -0.30694 -0.29240
H 0.12217 -2.03664 -2.98543
O 1.39692 -1.39361 0.64094
H -1.33069 -4.88842 1.18621
H 1.77264 -1.45007 1.62528
O -2.92582 1.49187 1.23277
H 1.71944 -3.24324 0.73940
H -3.20192 0.91633 0.51860
O 0.44921 0.69058 1.15139
H 1.00672 0.86826 1.92613
H 0.32813 1.54479 0.72717
O 3.43064 0.68411 1.71652
H 3.82067 -0.14554 1.96254
H 3.89095 1.44728 1.36924
O -0.86083 -4.73790 0.36616
H 0.49796 -1.17665 0.92828
H 0.09019 -4.63311 0.54849
O 3.13239 -2.37277 2.75580
H 3.61778 -1.97965 3.48913
H 2.68792 -2.13032 -2.55495
O -2.11798 3.19308 -2.20384
H -0.34095 0.71095 -0.88205
H 1.60889 3.52166 0.04527
O -3.39423 3.83168 0.36043
H -2.31105 -1.65023 -1.34843
O -2.85517 -0.58612 -2.44397
H -3.51530 -0.91983 -3.02589
H -2.38670 0.23364 -2.68941
O -1.12749 1.12355 -1.29479
H -1.43364 0.29137 -1.59040
H 2.11310 0.04567 -0.41018
O -2.04385 -1.11956 1.16343
H -0.03753 -1.98419 3.17506
H -1.44803 -1.18448 1.90244
O -0.87520 -2.07979 -2.96740
H -1.18204 -2.03047 -3.87584
H -1.33581 -2.70531 -1.74293
O 1.63859 -4.24155 0.58952
H -0.59945 1.97319 -3.80662
H -2.92890 3.41635 -2.66143
H -2.90162 4.29727 1.06781
H -3.31812 2.93636 0.86756

C3H4S | ωB97M-V/def2-TZVPD

The value obtained for the energy above the lowest of the compared OMol25 structures with the same formula, charge and spin is 24.9 kcal/mol. As for the total charge: 0. Its multiplicity is 1.

Positions of all 8 atoms, in Å:
C 1.66378 0.27940 0.96107
C 0.74004 0.03122 0.22065
C -0.43000 -0.39125 -0.60982
S -2.03035 -0.14861 0.19352
H 2.56822 0.48217 1.48568
H -0.40784 -1.42886 -0.72598
H -0.48377 0.05236 -1.68858
H -1.62008 1.12358 0.16347